# 1
DFT (ωB97M-V with the def2-TZVPD basis set) results for a 2-piece molecular cluster, CHClFNO2 overall in a non-equilibrium geometry.

Geometry as XYZ:
```
7
Properties=species:S:1:pos:R:3:forces:R:3:mulliken_charge:R:1
O 2.1772 1.6429 1.4941 -0.255 1.124 -0.509 -0.464
F -1.1322 0.3184 2.4027 -0.124 -0.289 1.240 -0.155
N 1.0676 1.7529 1.0600 -0.579 -3.999 1.475 0.741
C -0.4785 -0.0381 1.3407 0.595 1.209 -2.351 0.076
Cl -1.3934 0.5853 -0.0801 0.759 -1.624 1.029 -0.122
O 0.3789 2.5137 0.5199 0.513 2.422 -0.685 -0.407
H 0.0565 -1.0318 1.3515 -0.908 1.157 -0.199 0.331
```
Forces are in eV/Å.

The calculation puts the orbital gap (alpha / beta) at 9.28 / 8.34 eV. As for the charge: 0. The calculation puts the total energy at -803.798473 Ha. Its energy above the lowest of the compared OMol25 structures with the same formula, charge and spin is 226.5 kJ/mol. The calculation puts the HOMO energy (alpha / beta) at -9.54 / -9.05 eV. As for the molecular weight: 113.475 g mol⁻¹. For the largest force on an atom, the calculation gives 4.30 eV/Å.


# 2
DFT (ωB97M-V with the def2-TZVPD basis set) results for a 2-piece molecular cluster, CHClFO2S2 overall in a non-equilibrium geometry.

Geometry as XYZ:
```
8
Properties=species:S:1:pos:R:3:forces:R:3:mulliken_charge:R:1
O -1.8116 0.2013 1.0028 -3.446 -1.595 1.778 -0.545
S -1.0440 1.9265 -1.1386 -0.641 1.275 -1.685 -0.445
Cl 0.9212 -1.1843 -1.9785 0.463 0.300 -0.123 -0.165
S -0.7371 0.9301 0.4515 2.785 2.223 0.827 0.695
O 0.1667 1.6182 1.4126 -0.384 -0.068 0.060 -0.616
C 0.7599 -0.8843 -0.2879 1.056 -3.383 -0.876 0.018
F 0.1110 -1.9757 0.2305 0.230 0.991 0.255 -0.215
H 1.6340 -0.6318 0.3075 -0.063 0.258 -0.235 0.273
```
Forces are in eV/Å.

The calculation puts the orbital gap (alpha / beta) at 5.17 / 6.49 eV. As for the charge: -1. The calculation puts the total energy at -1545.541405 Ha. The spin multiplicity is 3. Its energy above the lowest of the compared OMol25 structures with the same formula, charge and spin is 92.6 kJ/mol. The calculation puts the HOMO energy (alpha / beta) at -1.80 / -4.39 eV. As for the molecular weight: 163.602 g mol⁻¹. For the largest force on an atom, the calculation gives 4.19 eV/Å.


# 3
DFT (ωB97M-V with the def2-TZVPD basis set) results for a 2-piece molecular cluster, CHClFO3 overall in a non-equilibrium geometry.

Geometry as XYZ:
```
7
Properties=species:S:1:pos:R:3:forces:R:3:mulliken_charge:R:1
O -3.0401 0.3676 -0.5567 1.113 -0.183 0.732 -0.147
F 2.0792 -1.2867 0.0645 -0.280 1.784 0.566 -0.018
O -2.6791 0.1015 0.5964 -0.049 -0.078 0.340 0.406
C 1.8139 -0.0625 -0.3036 0.417 -3.776 -2.153 0.425
Cl 1.3944 1.0324 0.7543 0.115 0.301 -0.117 0.220
H 1.8769 -0.1696 -1.4608 -0.279 1.705 1.716 0.363
O -1.4450 0.0174 0.9058 -1.037 0.247 -1.086 -0.248
```
Forces are in eV/Å.

The calculation puts the orbital gap (alpha / beta) at 7.72 / 7.72 eV. As for the charge: +1. The calculation puts the total energy at -823.830125 Ha. Its energy above the lowest of the compared OMol25 structures with the same formula, charge and spin is 328.3 kJ/mol. The calculation puts the HOMO energy (alpha / beta) at -15.81 / -15.82 eV. As for the molecular weight: 115.467 g mol⁻¹. For the largest force on an atom, the calculation gives 4.37 eV/Å.


# 4
DFT (ωB97M-V with the def2-TZVPD basis set) results for a 2-piece molecular cluster, CHClN2O overall in a non-equilibrium geometry.

Geometry as XYZ:
```
6
Properties=species:S:1:pos:R:3:forces:R:3:mulliken_charge:R:1
H 0.7144 -1.0049 -0.1375 0.514 1.106 0.220 0.397
Cl -2.2876 -0.8036 0.0537 -1.109 0.553 0.191 0.133
O 0.7718 2.2557 -0.0734 -0.758 -2.746 -0.069 -0.451
N 0.9426 -0.1042 0.2994 0.446 1.525 -0.358 -0.450
N -0.8758 -1.4047 -0.1549 -0.722 -1.763 -0.528 -0.231
C 0.7346 1.0616 0.0126 1.628 1.325 0.544 0.603
```
Forces are in eV/Å.

The calculation puts the orbital gap (alpha / beta) at 8.35 / 8.32 eV. As for the charge: 0. The calculation puts the total energy at -683.487715 Ha. Its energy above the lowest of the compared OMol25 structures with the same formula, charge and spin is 318.9 kJ/mol. The calculation puts the HOMO energy (alpha / beta) at -9.87 / -9.83 eV. As for the molecular weight: 92.485 g mol⁻¹. For the largest force on an atom, the calculation gives 2.85 eV/Å.


# 5
DFT (ωB97M-V with the def2-TZVPD basis set) results for a 2-piece molecular cluster, CHClNP overall in a non-equilibrium geometry.

Geometry as XYZ:
```
5
Properties=species:S:1:pos:R:3:forces:R:3:mulliken_charge:R:1
H -1.0581 0.6649 0.2203 1.312 -1.480 0.764 -0.038
Cl -2.9564 -0.0547 -1.3306 0.069 0.013 0.045 -0.016
P 0.1495 -0.0790 0.9118 -2.168 0.944 -1.314 0.037
N 1.1983 2.5091 1.5737 0.065 0.544 -0.034 -0.296
C 0.7018 1.5311 1.2164 0.721 -0.021 0.539 0.313
```
Forces are in eV/Å.

The calculation puts the orbital gap (alpha / beta) at 8.77 / 5.50 eV. As for the charge: 0. The calculation puts the total energy at -894.866555 Ha. Its energy above the lowest of the compared OMol25 structures with the same formula, charge and spin is 253.5 kJ/mol. The calculation puts the HOMO energy (alpha / beta) at -11.32 / -9.84 eV. As for the molecular weight: 93.453 g mol⁻¹. For the largest force on an atom, the calculation gives 2.70 eV/Å.


# 6
DFT (ωB97M-V with the def2-TZVPD basis set) results for a 2-piece molecular cluster, CHClO2S overall in a non-equilibrium geometry.

Geometry as XYZ:
```
6
Properties=species:S:1:pos:R:3:forces:R:3:mulliken_charge:R:1
O -1.9206 2.9967 0.7579 -0.028 -0.038 -0.043 -0.118
Cl -0.3940 -1.0890 -1.2195 -0.256 0.315 0.192 -0.136
H 1.9784 -2.4776 0.2720 0.197 3.696 -1.184 0.371
S 0.8420 -0.5011 0.2984 0.145 -0.837 -0.583 0.222
O 2.0998 -1.4695 -0.0996 -0.093 -3.161 1.581 -0.457
C -2.6056 2.5406 -0.0093 0.034 0.024 0.037 0.119
```
Forces are in eV/Å.

The calculation puts the orbital gap at 9.27 eV. As for the charge: 0. The calculation puts the total energy at -1047.522257 Ha. Its energy above the lowest of the compared OMol25 structures with the same formula, charge and spin is 29.3 kJ/mol. The calculation puts the HOMO energy at -9.23 eV. As for the molecular weight: 112.537 g mol⁻¹. For the largest force on an atom, the calculation gives 3.89 eV/Å.


# 7
DFT (ωB97M-V with the def2-TZVPD basis set) results for the molecule CHClOS2 in a non-equilibrium geometry.

Geometry as XYZ:
```
6
Properties=species:S:1:pos:R:3:forces:R:3:mulliken_charge:R:1
H -1.9829 0.4102 -0.0350 -0.059 2.459 1.169 0.156
S -0.0047 -1.2726 0.4852 -0.657 2.262 -1.062 -0.034
Cl 2.4888 0.1362 0.6840 -0.093 0.263 -0.219 -0.171
C 0.8695 0.2825 -0.0355 -0.367 -0.512 0.030 0.575
O 0.4880 1.2200 -0.6603 0.392 -1.307 0.859 -0.369
S -1.8587 -0.7763 -0.4385 0.783 -3.164 -0.776 -0.157
```
Forces are in eV/Å.

The calculation puts the orbital gap at 9.52 eV. As for the charge: 0. The calculation puts the total energy at -1370.506089 Ha. Its energy above the lowest of the compared OMol25 structures with the same formula, charge and spin is 10.4 kJ/mol. The calculation puts the HOMO energy at -9.65 eV. As for the molecular weight: 128.605 g mol⁻¹. As for the structure (SMILES): O=C(Cl)SS. For the largest force on an atom, the calculation gives 3.35 eV/Å.


# 8
DFT (ωB97M-V with the def2-TZVPD basis set) results for CHClOS2 as an isolated structure in a non-equilibrium geometry.

Geometry as XYZ:
```
6
Properties=species:S:1:pos:R:3:forces:R:3:mulliken_charge:R:1
H -2.3685 -0.2942 -0.7604 -0.570 -0.180 -0.542 0.208
O 0.7253 1.2182 1.0882 1.010 -0.730 -0.721 -0.349
S -1.9011 -0.5570 0.4443 2.461 -0.537 -0.394 -0.085
Cl 2.5427 0.4944 -0.6431 1.884 -0.116 -0.882 -0.127
S -0.0902 -1.3648 -0.3443 -2.875 -1.346 0.039 -0.085
C 1.0918 0.5034 0.2153 -1.909 2.908 2.500 0.438
```
Forces are in eV/Å.

The calculation puts the orbital gap (alpha / beta) at 6.55 / 6.37 eV. As for the charge: 0. The calculation puts the total energy at -1370.371471 Ha. The spin multiplicity is 3. Its energy above the lowest of the compared OMol25 structures with the same formula, charge and spin is 78.4 kJ/mol. The calculation puts the HOMO energy (alpha / beta) at -6.80 / -9.70 eV. As for the molecular weight: 128.605 g mol⁻¹. For the largest force on an atom, the calculation gives 4.28 eV/Å.


# 9
DFT (ωB97M-V with the def2-TZVPD basis set) results for CHCrLiO2 as an isolated structure in a non-equilibrium geometry.

Geometry as XYZ:
```
6
Properties=species:S:1:pos:R:3:forces:R:3:mulliken_charge:R:1
C -1.5473 0.3501 0.5945 0.847 -0.135 3.658 0.209
O -2.4169 -0.5167 0.4150 2.698 1.356 0.223 -0.482
O -0.1237 0.2270 1.2838 -5.089 -0.355 -5.891 -0.466
Li -4.2839 -0.5558 0.0148 -0.394 -0.236 0.115 0.964
H -1.8105 1.4277 0.3892 0.568 -0.490 0.056 0.490
Cr 0.1885 0.0500 -0.7458 1.371 -0.140 1.839 1.286
```
Forces are in eV/Å.

The calculation puts the orbital gap (alpha / beta) at 7.83 / 9.32 eV. As for the charge: +2. The calculation puts the total energy at -1240.418367 Ha. The spin multiplicity is 5. Its energy above the lowest of the compared OMol25 structures with the same formula, charge and spin is 140.1 kJ/mol. The calculation puts the HOMO energy (alpha / beta) at -20.29 / -20.60 eV. As for the molecular weight: 103.954 g mol⁻¹. For the largest force on an atom, the calculation gives 7.79 eV/Å.


# 10
DFT (ωB97M-V with the def2-TZVPD basis set) results for CHCrO5 as an isolated structure in a non-equilibrium geometry.

Geometry as XYZ:
```
8
Properties=species:S:1:pos:R:3:forces:R:3:mulliken_charge:R:1
O -1.6272 -0.5019 0.4258 0.586 -0.578 0.420 -0.398
O -0.8938 1.0727 -1.0292 0.828 -0.995 1.231 -0.377
Cr 2.9367 -0.1465 -0.0528 -0.910 0.268 0.328 1.376
O 0.8498 -0.2980 0.7758 2.583 -0.440 2.041 -0.115
O 0.4605 -0.7983 -0.4920 -1.867 1.898 0.210 -0.178
H -2.5289 -0.3499 0.1099 -0.056 0.458 0.111 0.392
C -0.7587 0.1171 -0.3346 -1.649 -0.306 -3.986 0.756
O 1.5616 0.9047 0.5970 0.485 -0.305 -0.354 -0.455
```
Forces are in eV/Å.

The calculation puts the orbital gap (alpha / beta) at 8.18 / 8.70 eV. As for the charge: +1. The calculation puts the total energy at -1458.842712 Ha. The spin multiplicity is 5. The calculation puts the HOMO energy (alpha / beta) at -15.20 / -15.29 eV. As for the molecular weight: 145.010 g mol⁻¹. For the largest force on an atom, the calculation gives 4.32 eV/Å.